No. 1
{
  "formula": "C23H53ClP2SiTc",
  "method": "ωB97M-V with the def2-TZVPD basis set",
  "s_squared": 3.8202,
  "e_homo_ha": [-0.272, -0.300],
  "lumo_energy_ev": [0.771, -1.098],
  "e_tot_ha": -2421.28410,
  "orbital_gap_ev": [8.171, 7.062],
  "multiplicity": 4,
  "symbols": ["Tc", "Cl", "P", "C", "C", "C", "C", "H", "C", "H", "H", "H", "H", "H", "H", "H", "C", "C", "H", "H", "H", "H", "H", "H", "C", "H", "C", "H", "H", "H", "H", "H", "H", "H", "H", "P", "C", "C", "C", "C", "H", "C", "H", "H", "H", "H", "H", "H", "H", "C", "C", "H", "H", "H", "H", "H", "H", "C", "H", "C", "H", "H", "H", "H", "H", "H", "C", "Si", "C", "C", "C", "C", "H", "H", "H", "H", "H", "H", "H", "H", "H"],
  "coordinates": [[0.0000, 0.0000, 0.0000], [-0.0560, 0.0341, -2.4511], [-0.3472, -2.3396, -0.2144], [0.6893, -3.1326, -1.5812], [-0.0723, -3.4675, 1.2462], [-2.0944, -2.5931, -0.8469], [2.0790, -2.5309, -1.7431], [0.1231, -2.8712, -2.4759], [0.7997, -4.6528, -1.4984], [1.5565, -4.9594, -0.7798], [1.1097, -5.0376, -2.4703], [-0.1275, -5.1506, -1.2362], [2.0464, -1.6023, -2.2995], [2.7077, -3.2307, -2.2957], [2.5611, -2.3420, -0.7867], [-2.0217, -2.0555, -1.7947], [-3.1591, -1.8954, -0.0077], [-2.5039, -4.0283, -1.1392], [-2.0400, -4.4194, -2.0395], [-3.5833, -4.0721, -1.2895], [-2.2694, -4.6976, -0.3118], [-2.7374, -1.1400, 0.6495], [-3.7223, -2.5982, 0.5998], [-3.8688, -1.3990, -0.6695], [1.3419, -3.2891, 1.7881], [-0.1514, -4.4750, 0.8373], [-1.1157, -3.3366, 2.3477], [2.0984, -3.6879, 1.1185], [1.4349, -3.8177, 2.7376], [1.5650, -2.2419, 1.9615], [-1.3286, -2.3010, 2.5881], [-0.7403, -3.8161, 3.2527], [-2.0459, -3.8301, 2.0844], [1.5578, -0.2496, -0.4062], [-1.5710, 0.2687, -0.3343], [0.3382, 2.3454, -0.1662], [-0.8340, 3.1903, -1.3844], [0.2307, 3.4191, 1.3559], [2.0091, 2.6163, -0.9732], [-2.2323, 2.5881, -1.4315], [-0.3615, 2.9712, -2.3426], [-0.9384, 4.7047, -1.2249], [-1.6107, 4.9759, -0.4137], [-1.3566, 5.1278, -2.1386], [0.0111, 5.1981, -1.0477], [-2.2406, 1.6447, -1.9636], [-2.8974, 3.2748, -1.9575], [-2.6464, 2.4264, -0.4390], [1.8278, 2.1230, -1.9305], [3.1509, 1.8744, -0.2871], [2.4040, 4.0597, -1.2450], [1.8311, 4.5057, -2.0521], [3.4535, 4.0962, -1.5394], [2.2996, 4.6874, -0.3604], [2.7977, 1.1727, 0.4632], [3.8495, 2.5568, 0.1888], [3.7093, 1.3081, -1.0325], [-1.1291, 3.2462, 2.0243], [0.2938, 4.4409, 0.9808], [1.3717, 3.2240, 2.3456], [-1.9039, 3.8443, 1.5531], [-1.0625, 3.5603, 3.0666], [-1.4461, 2.2090, 2.0036], [1.4918, 2.1853, 2.6328], [1.1595, 3.7951, 3.2505], [2.3156, 3.5862, 1.9508], [-1.5241, 0.8831, 5.7893], [0.0000, 0.0000, 5.1738], [1.5244, 0.8826, 5.7895], [-0.0007, -1.7616, 5.7895], [0.0000, 0.0000, 3.3039], [0.0000, 0.0000, 2.0000], [-1.5267, 0.8863, 6.8985], [-2.4289, 0.3597, 5.4179], [-1.5211, 1.9276, 5.4152], [1.5276, 0.8842, 6.8988], [2.4294, 0.3603, 5.4169], [1.5211, 1.9279, 5.4178], [-0.9095, -2.2805, 5.4218], [0.9019, -2.2850, 5.4124], [0.0038, -1.7656, 6.8987]],
  "forces_ev_per_a": [[-0.029, -0.006, 1.501], [-0.057, 0.052, -0.267], [-0.249, -1.888, -0.498], [-0.325, 0.135, 0.210], [-0.061, 0.008, -0.319], [0.429, 0.024, -0.010], [0.252, -0.043, 0.023], [-0.135, 0.005, -0.042], [-0.087, -0.111, 0.007], [0.088, 0.004, 0.131], [0.051, 0.000, -0.049], [-0.110, -0.055, 0.002], [-0.022, 0.186, 0.058], [0.021, -0.062, -0.062], [0.070, 0.000, 0.063], [0.060, 0.067, -0.058], [-0.097, 0.161, 0.248], [-0.025, -0.179, -0.066], [0.122, -0.070, -0.072], [-0.041, 0.013, -0.039], [-0.022, -0.066, 0.092], [-0.100, 0.079, 0.037], [0.008, -0.198, 0.123], [-0.055, 0.041, 0.037], [0.077, 0.021, 0.021], [-0.004, -0.086, -0.025], [-0.082, 0.070, 0.011], [0.069, -0.027, -0.165], [0.017, -0.034, 0.039], [0.049, 0.207, 0.113], [-0.016, 0.195, 0.077], [0.008, -0.029, 0.041], [-0.193, -0.011, -0.119], [0.846, -0.227, -0.196], [-0.834, 0.222, -0.143], [0.260, 1.877, -0.469], [0.310, -0.151, 0.178], [0.082, 0.010, -0.315], [-0.438, 0.036, -0.002], [-0.190, 0.030, 0.008], [0.126, -0.009, -0.064], [0.076, 0.109, -0.004], [-0.067, -0.016, 0.127], [-0.052, 0.003, -0.045], [0.119, 0.049, -0.003], [0.036, -0.175, 0.028], [-0.020, 0.069, -0.056], [-0.051, 0.005, 0.102], [-0.066, -0.037, -0.046], [0.146, -0.210, 0.238], [-0.008, 0.193, -0.071], [-0.134, 0.072, -0.059], [0.032, -0.011, -0.048], [0.024, 0.061, 0.099], [0.118, -0.084, 0.032], [0.024, 0.199, 0.114], [0.053, -0.067, 0.065], [-0.137, -0.052, 0.034], [0.053, 0.078, -0.029], [0.101, -0.052, -0.052], [-0.075, 0.063, -0.146], [-0.045, 0.001, 0.049], [-0.092, -0.176, 0.141], [0.000, -0.199, 0.039], [-0.023, 0.053, 0.038], [0.188, -0.002, -0.121], [-0.251, 0.133, -0.044], [-0.007, 0.027, -0.477], [0.261, 0.138, -0.050], [-0.007, -0.305, -0.056], [0.003, -0.027, -4.405], [0.027, -0.060, 4.665], [-0.101, 0.063, -0.562], [0.384, 0.401, 0.263], [-0.154, -0.529, 0.266], [0.097, 0.061, -0.567], [-0.384, 0.399, 0.266], [0.154, -0.526, 0.267], [0.529, 0.133, 0.266], [-0.526, 0.134, 0.267], [0.002, -0.110, -0.566]]
}

No. 2
{
  "formula": "C23H54BrN3O",
  "method": "ωB97M-V with the def2-TZVPD basis set",
  "total_charge": 2,
  "e_homo_ha": -0.457,
  "lumo_energy_ev": -4.014,
  "e_tot_ha": -3721.70662,
  "orbital_gap_ev": 8.410,
  "symbols": ["C", "C", "C", "C", "N", "C", "C", "C", "C", "C", "H", "H", "H", "H", "H", "H", "H", "H", "H", "H", "H", "H", "H", "H", "H", "H", "H", "H", "H", "H", "C", "C", "C", "C", "N", "C", "C", "C", "C", "C", "H", "H", "H", "H", "H", "H", "H", "H", "H", "H", "H", "H", "H", "H", "H", "H", "H", "H", "H", "H", "C", "N", "C", "C", "C", "C", "O", "H", "H", "H", "H", "H", "H", "H", "H", "H", "H", "H", "H", "H", "H", "Br"],
  "coordinates": [[-4.0774, 0.8431, -2.3670], [-2.5485, 0.9499, -2.3076], [-1.9472, 0.6353, -3.7050], [-0.4913, 0.1650, -3.4873], [0.1012, -0.6703, -4.5910], [1.4263, -1.1753, -4.1178], [1.8457, -2.2716, -5.0872], [0.4848, -2.7889, -5.5905], [-0.6460, -1.9598, -4.9550], [0.2294, 0.2228, -5.8358], [-4.5604, 1.5205, -3.0788], [-4.6062, 1.1401, -1.4598], [-4.3291, -0.1702, -2.6754], [-2.1854, 0.1733, -1.6337], [-2.2035, 1.9393, -2.0068], [-1.8575, 1.5352, -4.3136], [-2.5223, -0.1197, -4.2382], [-0.3679, -0.5077, -2.6327], [0.1532, 1.0180, -3.2805], [2.0384, -0.2793, -3.9793], [1.3026, -1.5105, -3.0883], [2.3918, -1.8444, -5.9231], [2.3960, -3.0530, -4.5737], [0.4369, -2.6678, -6.6739], [0.2153, -3.8324, -5.4270], [-1.4351, -1.7543, -5.6692], [-0.9522, -2.2724, -3.9575], [0.5233, 1.1805, -5.4269], [-0.8016, 0.2624, -6.1895], [0.7640, -0.2600, -6.6460], [0.1135, 5.8312, -1.6284], [-0.9230, 4.9158, -0.9869], [-0.3338, 4.0897, 0.1806], [0.7394, 3.0760, -0.2003], [1.1071, 2.2109, 0.9658], [1.6939, 3.0958, 2.1037], [2.8071, 2.2503, 2.7093], [3.0241, 1.0081, 1.8692], [2.2894, 1.3474, 0.5613], [-0.0082, 1.3833, 1.5486], [0.4411, 6.5851, -0.9046], [-0.3050, 6.4516, -2.4218], [1.0247, 5.3361, -1.9654], [-1.4191, 4.2985, -1.7411], [-1.7551, 5.5157, -0.6145], [-1.2511, 3.6399, 0.5884], [-0.0773, 4.6916, 1.0533], [1.5818, 3.6473, -0.5956], [0.5202, 2.4013, -1.0276], [0.9587, 3.3838, 2.8516], [1.9974, 3.9945, 1.5746], [2.7388, 2.0398, 3.7756], [3.7101, 2.8581, 2.6097], [2.5921, 0.0991, 2.2784], [4.0984, 0.9400, 1.7273], [1.9217, 0.4309, 0.0975], [2.9021, 1.9080, -0.1405], [-0.5808, 2.0091, 2.2190], [0.4400, 0.5079, 2.0152], [-0.5638, 0.9558, 0.7140], [-1.7972, -4.2273, 4.6477], [-0.7535, -3.6478, 5.5649], [-1.4557, -3.2052, 6.8217], [0.3198, -4.6836, 5.8791], [-0.1376, -2.4301, 4.8919], [0.8421, -2.7249, 3.7759], [0.1232, -3.2841, 2.7001], [-2.1228, -5.2237, 4.9231], [-1.4828, -4.1678, 3.6066], [-2.5871, -3.4744, 4.6710], [-2.0544, -2.3300, 6.5693], [-0.6858, -2.8075, 7.4794], [-2.0749, -4.0387, 7.1302], [-0.1896, -5.3750, 6.5460], [1.1852, -4.1895, 6.3019], [0.4901, -5.1802, 4.9281], [0.3951, -1.8399, 5.6386], [-1.0175, -1.9010, 4.5307], [1.6188, -3.4650, 4.0294], [1.4696, -1.8730, 3.4846], [0.6391, -3.2117, 1.8694], [1.0141, -2.0699, -0.2879]],
  "forces_ev_per_a": [[-0.288, 0.655, -0.172], [-0.605, -0.301, -1.083], [1.357, 0.094, 0.638], [-0.691, -1.138, 0.254], [0.088, 0.918, -1.324], [0.429, 0.713, 0.537], [-0.806, 0.244, 0.411], [-1.017, -0.393, -0.580], [1.536, 1.069, 0.613], [-1.512, -1.098, 1.072], [0.503, -0.058, -0.384], [0.360, -0.522, 0.362], [-0.260, -0.034, 0.257], [0.088, 0.225, 0.300], [-0.009, -0.037, 0.287], [-0.584, 0.020, -0.129], [-0.116, -0.016, 0.067], [-0.464, 0.188, 0.235], [0.238, -0.005, -0.320], [0.421, -0.239, -0.556], [-0.258, -0.516, -0.018], [0.327, -0.264, 0.066], [0.286, 0.138, -0.102], [-0.068, 0.005, 0.008], [0.597, -0.095, 0.199], [-0.327, 0.018, 0.372], [-0.429, -0.681, -0.337], [0.563, 0.171, -0.736], [0.046, 0.522, -0.066], [0.698, 0.256, 0.320], [-0.054, 0.869, 0.351], [0.689, 0.397, -0.048], [-2.236, -0.485, -0.181], [-0.860, 0.509, -0.005], [1.218, 0.838, 0.876], [-0.341, -0.670, -0.409], [1.050, 1.008, 0.405], [-0.449, 0.614, -0.799], [0.105, -0.838, 0.422], [0.517, -0.364, -1.200], [0.054, -0.188, 0.175], [0.027, -0.382, -0.274], [-0.172, -0.142, -0.260], [0.350, -0.418, 0.073], [0.178, 0.101, 0.254], [0.319, -0.789, -0.112], [0.709, 0.445, -0.455], [0.503, -0.270, 0.684], [-0.707, -0.061, 0.088], [-0.364, -0.140, -0.344], [0.498, 0.026, 0.319], [-0.463, 0.092, -0.052], [0.031, -0.054, 0.208], [0.257, -0.083, 0.159], [-0.093, -0.703, -0.250], [-0.155, 0.050, -0.259], [-0.035, 0.166, 0.093], [-0.248, -0.181, -0.033], [0.020, 0.240, 0.367], [-0.318, 0.239, 0.090], [-0.319, 1.174, -0.673], [0.706, -0.184, -0.239], [0.687, 0.687, -0.950], [-1.680, 0.235, -0.494], [0.248, -0.002, 0.117], [0.452, -1.292, -0.812], [0.095, 0.291, -0.341], [0.055, 0.066, 0.348], [0.525, -0.482, 0.262], [-0.448, -0.488, 0.272], [-0.311, -0.254, -0.109], [-0.127, -0.652, 0.540], [0.137, 0.109, 0.601], [0.474, -0.135, 0.224], [0.070, -0.153, 0.101], [0.514, -0.066, 0.135], [-0.281, -0.106, 0.292], [0.262, 0.384, -0.187], [-0.196, 0.204, 0.692], [-0.666, 0.457, 0.122], [-0.276, 0.201, -0.036], [-0.055, 0.341, 0.059]]
}